The following is a DFT calculation (ωB97M-V with the def2-TZVPD basis set) of a molecular structure, C10H27ClIN2P2PmS.

Geometry as XYZ:
```
45
C10H27ClIN2P2PmS, DFT ωB97M-V with the def2-TZVPD basis set
Pm 0.112 1.899 -0.303
I -2.428 0.857 0.903
Cl 0.627 4.115 -1.371
S 0.600 -1.041 0.242
P 1.858 1.761 2.006
P -0.775 0.368 -2.732
N -1.198 -3.200 0.106
N -1.112 -2.169 2.013
C 0.962 3.070 2.939
C -2.343 -2.921 2.107
C -1.368 -1.351 -2.918
C -0.591 -2.228 0.781
C 2.101 0.511 3.312
C -2.350 1.282 -2.982
C 2.125 -0.373 -1.018
C -2.339 -3.743 0.833
C -0.047 0.592 -4.401
C 3.539 2.491 1.992
H 3.600 3.260 1.209
H -2.207 2.358 -2.793
H 0.737 -0.158 -4.561
H 1.649 3.482 3.693
H 2.176 -0.997 -1.918
H -0.524 -2.049 -2.824
H -3.101 0.897 -2.281
H 1.126 0.224 3.731
H -2.346 -3.537 3.012
H 3.053 -0.475 -0.428
H -1.823 -1.468 -3.917
H -0.822 0.481 -5.175
H -3.265 -3.632 0.264
H 0.399 1.594 -4.465
H -2.120 -1.562 -2.146
H 0.087 2.621 3.429
H 2.592 -0.374 2.884
H -0.990 -3.431 -0.861
H -2.213 -4.804 1.061
H 4.271 1.703 1.774
H 2.737 0.937 4.107
H 0.625 3.879 2.269
H 3.761 2.938 2.973
H -3.200 -2.234 2.155
H 2.001 0.692 -1.313
H -0.899 -1.401 2.629
H -2.679 1.134 -4.021
```

As for the charge: +2. The highest occupied orbital energy (spin up / spin down) is -15.0 / -15.0 eV. The gap between HOMO and LUMO (spin up / spin down) is 6.08 / 6.10 eV. The expectation value of S² is 6.0064. The value obtained for the maximum force is 0.060 hartree/bohr. Its spin multiplicity is 5. The calculation puts the electronic energy at -2953.3962 Ha.